Record 1
{"formula": "C42H43Br3IMoN4O3P", "method": "ωB97M-V/def2-TZVPD", "gap_ha": [0.2173, 0.2434], "multiplicity": 3, "relative_energy_ev": 0.733, "e_homo_ev": [-13.24, -13.42], "e_lumo_ev": [-7.33, -6.80], "total_charge": 2, "energy_ha": -10499.86819, "symbols": ["Mo", "C", "C", "N", "C", "C", "C", "O", "C", "C", "N", "C", "C", "C", "C", "C", "C", "I", "C", "O", "H", "H", "H", "H", "H", "H", "H", "H", "H", "H", "H", "H", "Br", "C", "C", "C", "Br", "C", "C", "C", "C", "N", "C", "C", "O", "H", "H", "H", "H", "C", "C", "C", "C", "P", "C", "C", "C", "C", "C", "C", "C", "C", "C", "C", "H", "H", "H", "H", "H", "H", "H", "H", "H", "H", "H", "H", "H", "H", "H", "H", "H", "H", "H", "H", "H", "H", "H", "Br", "C", "C", "C", "C", "N", "C", "H", "H", "H", "H"], "xyz": [[-0.56781, -0.38275, 0.18809], [-1.85054, -4.10026, 2.61511], [-2.35726, -2.76956, 3.08897], [-3.32657, -2.73663, 3.98363], [-3.80022, -1.55776, 4.42827], [-3.29652, -0.33578, 4.04195], [-3.86135, 0.93946, 4.62560], [-5.22022, 0.70030, 4.92928], [-2.26533, -0.35271, 3.09122], [-1.50864, 0.83807, 2.79986], [-0.65670, 1.00608, 1.83779], [0.17264, 2.17664, 2.03775], [-0.16780, 3.36165, 1.40052], [0.57562, 4.51169, 1.62495], [1.65579, 4.47372, 2.49428], [1.98361, 3.29437, 3.15224], [1.23493, 2.14639, 2.93434], [1.62553, 0.45875, 4.09339], [-1.82559, -1.57465, 2.58830], [-0.90314, -1.63542, 1.61613], [-2.32823, -4.88477, 3.19599], [-2.08965, -4.25146, 1.56045], [-0.76673, -4.17792, 2.73040], [-4.62218, -1.60402, 5.12885], [-3.29592, 1.20614, 5.52555], [-3.76205, 1.76317, 3.91317], [-5.55265, 1.40474, 5.49483], [-1.57352, 1.64799, 3.52255], [-1.03422, 3.38360, 0.74929], [0.29817, 5.43734, 1.13631], [2.23650, 5.36879, 2.68284], [2.80290, 3.27624, 3.85915], [-5.57450, -0.19859, 0.75482], [-4.53047, 0.99244, -0.23257], [-5.11573, 2.11275, -0.86627], [-4.35144, 2.99924, -1.56770], [-5.16797, 4.47947, -2.38421], [-2.94868, 2.81546, -1.67601], [-2.04546, 3.66743, -2.34526], [-0.71169, 3.36240, -2.35140], [-0.25989, 2.20330, -1.71048], [-1.06702, 1.37864, -1.06511], [-2.40372, 1.69257, -1.03841], [-3.18666, 0.78947, -0.31679], [-2.52518, -0.24769, 0.22904], [-6.18316, 2.26545, -0.78628], [-2.41491, 4.55164, -2.84910], [0.00905, 3.99552, -2.85235], [0.78620, 1.95042, -1.74255], [1.40135, -2.54654, -3.04392], [1.84501, -1.07162, -2.91350], [0.78427, -0.13249, -3.50297], [3.07502, -0.90821, -3.81519], [2.02903, -0.57918, -1.08040], [3.09363, 0.91330, -1.03828], [4.35346, 0.92133, -1.64994], [5.19597, 2.01525, -1.53934], [4.80940, 3.12603, -0.80398], [3.59018, 3.11727, -0.14756], [2.75032, 2.01401, -0.25149], [3.07981, -1.80818, -0.09545], [4.16831, -2.49233, -0.92328], [2.18356, -2.88382, 0.53246], [3.75720, -1.01537, 1.02889], [0.71401, -2.64474, -3.88926], [0.90800, -2.94571, -2.17049], [2.25399, -3.18946, -3.25300], [0.58241, -0.43236, -4.53480], [1.14452, 0.89832, -3.52740], [-0.15364, -0.15449, -2.96223], [2.78625, -1.29680, -4.79616], [3.93605, -1.48742, -3.48668], [3.36070, 0.13144, -3.95499], [4.71157, 0.06425, -2.19239], [6.16374, 1.99241, -2.02423], [5.46650, 3.98327, -0.72633], [3.29335, 3.96217, 0.45788], [1.82361, 2.01282, 0.30409], [3.77175, -3.14888, -1.69243], [4.76002, -3.10908, -0.24002], [4.85698, -1.78023, -1.37701], [1.81419, -3.58541, -0.21604], [1.33970, -2.46452, 1.08369], [2.76999, -3.45930, 1.25276], [4.59158, -0.42207, 0.65539], [4.14407, -1.72497, 1.76417], [3.07482, -0.34172, 1.54736], [-3.80327, -2.28276, -4.25224], [-2.69791, -2.78201, -2.82888], [-2.57681, -4.10065, -2.42835], [-1.76148, -4.37996, -1.34418], [-1.09846, -3.35145, -0.70895], [-1.19271, -2.07912, -1.11817], [-2.00187, -1.80503, -2.15290], [-3.11956, -4.88482, -2.94011], [-1.64680, -5.39192, -0.98035], [-0.48487, -3.53866, 0.15614], [-2.10854, -0.77198, -2.45034]], "atomic_forces_ev_per_a": [[-0.938, -0.215, 0.715], [-0.044, 0.020, 0.069], [-0.152, -0.270, 0.135], [-0.038, 0.181, 0.000], [0.010, -0.308, -0.059], [-0.054, 0.070, 0.061], [-0.102, -0.168, 0.007], [0.105, 0.059, -0.001], [0.107, 0.382, -0.037], [0.091, -0.125, 0.033], [0.319, 0.228, 0.242], [-0.355, 0.098, -0.163], [0.035, 0.089, -0.104], [-0.056, -0.031, -0.026], [0.049, -0.046, 0.069], [-0.015, 0.167, -0.039], [-0.015, -0.064, 0.145], [0.051, -0.097, -0.004], [0.410, -0.027, -0.418], [0.270, 0.060, -0.242], [0.008, 0.011, 0.001], [-0.049, -0.002, 0.086], [-0.034, 0.023, -0.007], [0.010, -0.028, 0.000], [0.036, 0.012, 0.033], [-0.030, 0.043, -0.078], [-0.002, -0.006, 0.003], [-0.053, 0.002, 0.047], [0.023, 0.011, 0.025], [0.010, -0.036, 0.020], [-0.028, -0.046, -0.005], [-0.017, -0.004, -0.032], [-0.097, -0.056, 0.060], [-0.424, 0.116, 0.072], [-0.035, -0.128, 0.074], [-0.024, 0.081, -0.044], [-0.023, 0.044, -0.025], [0.104, 0.108, -0.027], [-0.117, 0.044, -0.041], [0.132, 0.011, -0.009], [0.000, 0.131, -0.063], [0.085, 0.002, -0.304], [0.355, 0.003, -0.026], [0.490, -0.456, 0.294], [0.138, 0.333, -0.352], [0.003, -0.037, 0.019], [-0.006, -0.020, 0.020], [-0.043, -0.034, 0.020], [0.051, 0.041, 0.098], [0.020, 0.093, -0.060], [-0.068, -0.069, 0.037], [0.112, -0.024, -0.119], [0.069, -0.010, 0.009], [0.009, -0.011, 0.076], [-0.006, 0.124, 0.027], [-0.003, 0.032, -0.027], [0.016, -0.039, -0.023], [0.027, 0.026, 0.025], [-0.013, -0.062, -0.017], [-0.031, -0.038, -0.129], [-0.132, -0.062, 0.029], [0.114, -0.003, 0.082], [0.056, -0.029, -0.088], [0.048, 0.006, 0.058], [0.043, 0.015, 0.048], [-0.157, -0.044, 0.194], [0.038, 0.005, 0.027], [0.029, 0.020, 0.042], [0.013, -0.072, -0.062], [-0.133, -0.055, 0.068], [0.033, 0.017, 0.025], [-0.012, 0.009, 0.021], [0.032, 0.031, 0.041], [-0.037, 0.003, -0.113], [-0.031, 0.000, 0.011], [-0.027, -0.031, -0.001], [-0.003, -0.035, -0.030], [-0.028, 0.012, -0.057], [-0.058, -0.022, -0.061], [-0.021, 0.004, -0.051], [-0.032, -0.064, 0.035], [-0.060, 0.008, -0.023], [0.014, 0.042, 0.036], [0.019, -0.006, -0.067], [-0.041, -0.016, 0.048], [0.004, 0.033, -0.025], [-0.065, -0.011, 0.042], [-0.061, 0.016, -0.095], [-0.037, 0.011, -0.061], [-0.005, -0.167, 0.053], [-0.048, -0.112, -0.061], [0.108, 0.092, -0.072], [-0.146, 0.061, -0.144], [0.222, 0.050, 0.081], [0.023, 0.013, 0.005], [-0.011, 0.010, -0.016], [0.073, 0.025, 0.014], [0.005, 0.053, 0.026]], "mulliken_charge": [0.47, -1.06, 0.45, -0.61, -0.66, 0.78, -1.05, -0.52, 0.61, -1.21, 0.98, -1.91, 0.40, -0.74, -1.10, -0.25, 0.61, 0.13, -0.01, 0.35, 0.44, 0.11, 0.35, 0.51, 0.43, 0.37, 0.33, 0.80, 0.51, 0.46, 0.44, 0.52, -0.10, 0.10, -0.23, -0.14, -0.14, 0.84, -1.17, -1.88, -0.25, 1.67, -0.24, -0.50, -0.09, 0.51, 0.44, 0.68, 0.30, -1.53, 2.37, -2.03, -2.15, 1.54, 0.18, -1.09, -1.27, -0.92, -0.89, 1.27, 2.15, -1.59, -1.79, -1.57, 0.46, 0.02, 0.44, 0.70, 0.30, 0.26, 0.56, 0.33, 0.47, 0.35, 0.47, 0.44, 0.47, 0.02, 0.28, 0.50, 0.24, 0.31, 0.25, 0.71, 0.38, 0.60, -0.09, -0.11, -0.69, -0.48, -1.34, -0.80, 1.47, -0.57, 0.52, 0.57, 0.95, 0.57]}



Record 2
{"formula": "C13H18Al2BCl3CsF5KMgN3O14", "method": "ωB97M-V/def2-TZVPD", "gap_ha": 0.1196, "e_homo_ev": -12.02, "e_lumo_ev": -8.77, "total_charge": 2, "energy_ha": -4932.84694, "symbols": ["F", "C", "C", "Al", "Cl", "C", "F", "F", "C", "F", "F", "H", "H", "H", "H", "H", "H", "Al", "B", "O", "C", "O", "C", "O", "O", "O", "C", "O", "C", "O", "O", "O", "C", "O", "C", "C", "C", "H", "H", "H", "H", "H", "H", "H", "H", "C", "O", "N", "N", "H", "H", "H", "H", "N", "O", "O", "O", "Cs", "Cl", "K", "Cl", "Mg"], "xyz": [[-0.76222, 1.95355, 4.17926], [-0.87598, 0.67154, 4.90995], [-1.70595, -0.27752, 4.04108], [-0.38369, -1.40754, 2.96022], [-1.35379, -3.43331, 2.64220], [-0.14679, -0.40527, 1.11852], [0.43231, 0.83680, 1.45586], [-1.51939, -0.22496, 0.62527], [0.75373, -1.13910, 0.09707], [0.04501, -2.26970, -0.43224], [2.01363, -1.51820, 0.61457], [-1.40410, 0.92819, 5.80827], [0.10174, 0.26974, 5.09305], [-2.35070, 0.24760, 3.35282], [-2.26575, -0.97161, 4.64198], [1.00365, -1.53495, 3.70967], [0.94629, -0.48943, -0.74100], [-0.69009, 4.01097, 4.66949], [3.20004, 3.20159, -2.95355], [2.33812, 1.99197, -2.97272], [2.43491, 1.46104, -4.20441], [1.86314, 0.49669, -4.56542], [3.38205, 2.31101, -5.03501], [3.67456, 2.12114, -6.13996], [3.80166, 3.32420, -4.28154], [2.36238, 4.37117, -2.62404], [2.84638, 4.93922, -1.53862], [2.37841, 5.90196, -1.03614], [4.06725, 4.15511, -1.05862], [4.71975, 4.39934, -0.11992], [4.25054, 3.12429, -1.89994], [-4.98625, -6.40091, -0.01975], [-4.11140, -5.85608, -0.57023], [-4.14236, -5.73111, -1.90369], [-3.21408, -4.95305, -2.65187], [-1.93904, -5.72165, -2.93018], [-2.90527, -5.36010, 0.19642], [-3.02774, -3.99404, -2.16132], [-3.70882, -4.72597, -3.59194], [-1.41983, -5.99219, -2.00875], [-1.26141, -5.13126, -3.54782], [-2.16451, -6.64975, -3.44983], [-2.23335, -6.19760, 0.38036], [-3.24482, -4.95733, 1.14376], [-2.36102, -4.55652, -0.30360], [-1.10583, 5.14651, -0.69110], [-0.42257, 4.23214, -0.10411], [-2.45074, 5.25701, -0.51298], [-0.55141, 6.04682, -1.50661], [-3.01189, 5.96126, -0.95548], [-2.89310, 4.60147, 0.09464], [0.45181, 5.99470, -1.65305], [-1.07240, 6.76790, -1.97100], [3.41567, -0.36162, 4.76034], [4.53613, -1.09804, 4.56099], [3.45781, 0.81480, 4.50171], [2.44234, -0.88913, 5.22660], [-2.44531, 1.12671, -0.48198], [0.57913, -0.93448, -3.43810], [0.78532, -3.68428, 0.69726], [4.39049, -2.50304, 3.01523], [1.45736, 2.70330, -0.44003]], "atomic_forces_ev_per_a": [[0.459, 0.572, -0.046], [-1.842, -1.231, -0.354], [2.053, -0.083, -1.022], [-1.161, -0.361, 0.950], [0.388, 1.001, -0.044], [0.765, -2.817, 2.984], [-0.817, -0.430, -1.436], [7.063, -6.984, 5.704], [-0.371, 1.442, -1.597], [-0.869, 5.911, -1.933], [-2.479, 0.476, -0.279], [0.034, 0.335, 0.573], [0.753, 0.505, 0.140], [-0.578, 0.365, 0.181], [-0.403, -0.108, 0.384], [-0.034, -0.080, -0.542], [0.424, -0.231, -0.806], [0.065, -0.313, 0.047], [1.285, 0.019, -0.943], [0.120, 0.446, 0.763], [-0.587, -0.391, 0.939], [0.556, 0.051, -1.710], [0.409, 1.223, 0.951], [0.366, -0.765, -2.239], [-0.648, -0.174, 1.208], [-0.262, -0.585, 0.128], [0.317, 0.125, -0.759], [-0.667, 1.146, 1.056], [0.284, -1.014, -1.368], [0.752, 0.538, 1.721], [-1.232, 0.367, -0.007], [-2.036, -1.169, 1.205], [1.938, 0.833, -0.655], [-0.304, 0.163, -0.623], [0.306, -0.069, -0.052], [0.131, 0.020, 0.110], [0.186, 0.607, -0.087], [0.043, -0.015, 0.069], [-0.168, -0.049, -0.006], [0.008, 0.045, 0.016], [-0.016, 0.007, -0.041], [-0.044, -0.013, -0.079], [-0.029, -0.042, 0.014], [-0.096, -0.213, 0.142], [0.072, -0.128, -0.086], [0.237, 0.260, -0.297], [-0.247, -0.214, -0.541], [0.754, -0.608, 0.219], [0.428, -0.732, 0.318], [0.036, 0.099, -0.041], [-0.212, -0.011, 0.202], [0.022, 0.244, 0.077], [-0.096, 0.040, 0.004], [-2.667, 0.864, 0.111], [1.077, -2.431, -2.649], [1.274, 0.087, -0.419], [0.503, -1.015, 0.309], [-5.890, 7.834, -6.859], [-1.035, -0.536, 1.537], [2.418, -6.099, 3.373], [-0.045, 2.598, 2.888], [-0.690, 0.685, -0.803]], "mulliken_charge": [-0.14, -0.21, -0.99, -0.52, -0.33, 0.84, 0.10, -0.39, 0.48, -0.39, -0.25, 0.30, 0.22, 0.34, 0.49, 0.02, -0.28, 0.80, 1.79, -0.74, 0.62, -0.51, 0.32, -0.43, -0.54, -0.57, 0.41, -0.58, 0.41, -0.46, -0.47, -0.50, 0.51, -0.38, -0.32, -0.91, -0.35, 0.26, 0.33, 0.20, 0.36, 0.34, 0.30, 0.26, -0.04, 0.60, -0.73, -0.37, -0.23, 0.18, 0.19, 0.16, 0.20, 1.02, -0.35, -0.49, -0.37, 0.89, -0.31, 1.09, 0.20, 0.95]}